{"formula": "H4O2Si2", "method": "ωB97M-V with the def2-TZVPD basis set", "elements": ["O", "O", "Si", "Si", "H", "H", "H", "H"], "positions_angstrom": [[0.06851, 0.02328, -1.03645], [0.02166, -0.25948, 1.36124], [1.21286, -0.34604, 0.28955], [-1.30111, 0.25703, -0.23341], [1.83411, -1.51619, -0.06873], [1.87598, 0.91711, 0.15810], [-1.42618, 1.62957, 0.26879], [-2.28582, -0.70528, -0.73908]], "lumo_energy_ev": -0.055, "molar_mass_g_mol": 92.20, "total_energy_ev": -19916.36537, "multiplicity": 1, "orbital_gap_ev": 10.3, "e_homo_ev": -10.35}